1.
Entry from the OMol25 dataset: a 3-piece molecular cluster, C20H39N3O4S overall in a non-equilibrium geometry (ωB97M-V with the def2-TZVPD basis set).

The geometry in XYZ format:
```
67
Properties=species:S:1:pos:R:3:forces:R:3:nbo_charge:R:1
N 0.125 0.699 5.469 -0.7 1.6 2.1 -0.553
O 0.709 0.124 4.352 -1.2 -1.3 -0.2 -0.537
S -0.435 -1.006 3.725 -0.9 0.9 -3.1 1.673
O -0.959 -0.396 2.455 1.1 -1.2 3.2 -0.880
O -1.675 -0.990 4.863 0.8 -0.5 -0.5 -0.701
C -2.189 -2.328 5.122 -1.2 -1.1 0.3 -0.187
C -3.474 -2.106 6.096 -0.4 0.1 1.9 0.569
O -3.521 -2.564 7.264 0.2 1.5 -4.5 -0.494
C -4.652 -1.208 5.441 -2.1 1.6 -1.2 -0.146
C -4.461 0.346 5.290 -2.7 -1.0 -1.2 -0.200
C -5.562 1.257 4.635 -0.3 -4.7 0.4 -0.214
C -6.867 0.549 4.109 3.1 -1.7 1.8 -0.218
C -7.026 -0.985 4.271 2.5 1.0 0.9 -0.220
C -5.948 -1.898 4.936 0.9 4.1 -0.2 -0.213
H 0.254 0.111 6.304 0.4 0.4 -0.6 0.346
H 0.482 1.651 5.630 0.1 -0.9 -0.5 0.366
H -1.447 -3.031 5.629 -0.8 1.2 -0.5 0.214
H -2.573 -2.859 4.166 0.6 1.1 1.4 0.213
H -3.483 0.831 5.659 -1.8 -1.0 -0.7 0.244
H -5.384 2.378 4.525 -0.4 -1.9 0.2 0.237
H -7.674 1.196 3.621 1.3 -1.3 0.8 0.234
H -7.958 -1.515 3.874 1.5 1.0 0.6 0.229
H -6.065 -3.038 5.055 0.1 2.2 -0.3 0.240
C -1.832 2.449 1.010 0.0 0.2 0.1 -0.622
C -0.920 1.996 -0.123 -0.2 0.0 0.0 -0.216
N -1.255 2.587 -1.416 -0.1 -0.1 -0.4 -0.454
C -0.594 1.934 -2.542 -0.1 -0.2 0.1 -0.206
C 0.930 2.008 -2.609 0.2 0.0 -0.2 -0.635
C -1.287 4.045 -1.469 -0.2 0.0 0.2 -0.216
C -0.020 4.799 -1.067 0.1 0.2 0.0 -0.637
H -2.884 2.280 0.763 0.1 0.0 -0.1 0.208
H -1.607 1.881 1.915 0.0 0.0 -0.1 0.233
H -1.695 3.508 1.246 -0.1 0.0 0.0 0.191
H -1.024 0.908 -0.198 0.1 0.1 -0.2 0.205
H 0.122 2.193 0.157 0.1 0.0 0.1 0.157
H -1.008 2.321 -3.480 0.0 0.1 0.2 0.189
H -0.879 0.875 -2.530 0.0 0.1 0.2 0.189
H 1.274 2.999 -2.905 0.0 0.0 0.1 0.199
H 1.299 1.306 -3.363 0.0 0.0 0.0 0.207
H 1.402 1.741 -1.661 -0.1 0.0 0.0 0.206
H -2.103 4.393 -0.828 0.0 -0.1 0.1 0.191
H -1.581 4.366 -2.474 0.1 -0.3 0.0 0.194
H 0.415 4.421 -0.138 0.0 0.0 -0.1 0.204
H -0.258 5.854 -0.906 0.0 0.0 0.0 0.208
H 0.741 4.761 -1.848 0.0 0.0 0.1 0.200
C 3.395 -1.680 -1.696 -0.1 0.1 -0.1 -0.616
C 4.478 -2.164 -2.653 -0.2 -0.1 0.0 -0.214
N 3.962 -2.947 -3.771 0.0 -0.3 -0.2 -0.454
C 5.000 -3.661 -4.508 0.1 -0.1 0.2 -0.206
C 6.053 -2.828 -5.238 0.2 0.0 -0.2 -0.634
C 2.942 -2.302 -4.593 -0.2 0.1 0.2 -0.217
C 3.295 -0.965 -5.244 0.0 0.1 -0.2 -0.638
H 2.779 -2.511 -1.343 0.0 0.0 -0.1 0.212
H 3.854 -1.209 -0.823 0.0 0.0 -0.1 0.212
H 2.742 -0.936 -2.162 0.0 -0.1 0.1 0.203
H 5.159 -2.793 -2.069 0.0 -0.1 -0.3 0.195
H 5.064 -1.302 -2.995 0.1 0.1 0.1 0.159
H 4.531 -4.344 -5.226 -0.1 0.2 0.1 0.192
H 5.523 -4.318 -3.802 -0.1 0.1 0.1 0.188
H 5.649 -2.364 -6.138 0.0 0.1 0.1 0.200
H 6.876 -3.474 -5.556 0.0 0.0 0.0 0.210
H 6.480 -2.048 -4.603 -0.1 0.0 0.0 0.204
H 2.051 -2.151 -3.974 0.1 0.0 0.1 0.192
H 2.611 -2.996 -5.373 0.2 -0.1 0.1 0.196
H 3.773 -0.272 -4.547 0.0 -0.1 0.0 0.204
H 2.381 -0.482 -5.604 0.0 0.0 0.0 0.211
H 3.946 -1.095 -6.109 0.0 0.1 0.1 0.202
```
Forces are in eV/Å.

For the lowest unoccupied orbital energy, the calculation gives 0.08 eV. The calculation puts the largest force on an atom at 4.8 eV/Å. The net charge is 0. The HOMO energy comes out at -7.82 eV. For the frontier orbital gap, the calculation gives 7.90 eV. The calculated total energy is -44859.322 eV.

***

2.
Entry from the OMol25 dataset: a 2-piece molecular cluster, C4H10N6O2 overall in a non-equilibrium geometry (ωB97M-V with the def2-TZVPD basis set).

The geometry in XYZ format:
```
22
Properties=species:S:1:pos:R:3:forces:R:3:nbo_charge:R:1
C 0.546 -0.970 -0.364 -1.6 0.3 -5.7 0.548
C 1.750 -1.519 1.376 1.4 -0.6 3.2 0.773
C -0.637 2.135 -0.756 1.2 -0.5 -0.9 0.821
C 0.620 0.249 0.494 -0.4 1.1 -1.0 0.508
N 1.268 -1.967 0.163 0.9 1.4 1.1 -0.586
N 1.304 -0.172 1.494 1.3 1.5 3.6 -0.527
N -0.686 3.446 -0.890 2.8 0.8 3.3 -0.754
N 0.267 1.509 0.277 -0.9 0.8 -0.2 -0.552
N 0.262 -0.873 -1.664 -0.5 1.5 1.4 -0.627
N -1.686 -1.757 0.298 1.5 2.5 1.6 -1.063
O 2.358 -2.025 2.277 -0.9 0.2 -2.0 -0.383
O -1.137 1.376 -1.522 -1.4 -1.6 -0.9 -0.603
H 0.941 -2.871 0.270 -0.7 -2.6 -0.8 0.470
H 1.576 0.314 2.417 -0.5 -0.6 -1.9 0.500
H 0.001 4.063 -0.377 -1.4 -0.8 -0.9 0.439
H -1.312 3.854 -1.539 -0.6 0.3 -0.8 0.465
H 0.462 2.151 1.014 0.5 0.4 0.9 0.438
H -0.243 0.048 -2.016 0.7 -2.0 0.9 0.485
H 0.279 -1.695 -2.267 0.2 0.2 0.1 0.455
H -2.188 -2.344 -0.310 -1.1 -0.3 -1.3 0.411
H -2.013 -0.765 0.423 -0.4 -1.8 -0.7 0.390
H -1.733 -2.187 1.199 -0.2 -0.3 0.7 0.392
```
Forces are in eV/Å.

For the lowest unoccupied orbital energy, the calculation gives -10.19 eV. The calculation puts the largest force on an atom at 5.9 eV/Å. The net charge is +2. The HOMO energy comes out at -18.39 eV. For the frontier orbital gap, the calculation gives 8.20 eV. The calculated total energy is -17328.916 eV.

***

3.
Entry from the OMol25 dataset: one molecule with the formula C5H5NO2 in a non-equilibrium geometry (ωB97M-V with the def2-TZVPD basis set).

The geometry in XYZ format:
```
13
Properties=species:S:1:pos:R:3:forces:R:3:nbo_charge:R:1
O -2.953 0.262 -0.296 4.9 4.4 3.8 -0.633
C -1.875 -0.507 0.166 -1.1 -4.0 -4.6 0.194
C -0.548 -0.174 0.419 -0.5 -0.3 -1.0 -0.223
C -0.070 1.249 0.341 1.3 1.7 -2.9 0.012
N 1.223 1.321 -0.065 -3.4 -1.8 2.1 -0.415
C 1.697 -0.026 -0.004 -3.6 -0.5 0.1 0.446
O 2.986 -0.006 -0.148 1.0 2.0 0.0 -0.630
C 0.715 -1.055 0.157 0.1 3.7 0.5 -0.404
H -2.274 1.034 0.017 -3.8 0.0 -1.7 0.491
H -2.354 -1.404 -0.456 2.7 -0.1 2.6 0.220
H -0.675 2.289 0.061 1.2 -3.0 1.3 0.217
H 3.347 -0.829 -0.292 1.3 -3.0 -0.4 0.482
H 0.782 -2.154 0.100 0.0 1.0 0.2 0.243
```
Forces are in eV/Å.

For the lowest unoccupied orbital energy, the calculation gives -0.50 eV. The calculation puts the largest force on an atom at 7.6 eV/Å. The net charge is 0. The HOMO energy comes out at -8.32 eV. For the frontier orbital gap, the calculation gives 7.83 eV. The SMILES is O/C=C1\C=NC(O)=C1. The calculated total energy is -10846.018 eV.